A molecular structure, C4H8 at a distorted geometry. Source: OMol25; level of theory: ωB97M-V/def2-TZVPD.

Atoms and positions in Å:
C: -0.50 -1.01 0.32
C: -0.27 0.33 1.02
C: 0.51 0.89 -0.16
C: 0.54 -0.53 -0.73
H: -1.51 -1.09 -0.09
H: -0.27 -1.96 0.83
H: -0.77 1.08 0.21
H: -0.51 0.70 2.01
H: -0.32 1.56 -1.00
H: 1.31 1.61 -0.06
H: 0.26 -0.57 -1.78
H: 1.52 -1.00 -0.57

Calculated values
ΔE to the lowest compared entry with this formula, charge and spin in eV: 4.3391
Calculated total energy in eV: -4272.854
LUMO level in eV: 1.140
Largest force on an atom in eV Å⁻¹: 4.2
E_HOMO in eV: -7.73